Record 1
Density functional theory data (wB97M-V/def2-TZVPD) for a molecular structure, C30H27CaCl3N7O7S2 in a non-equilibrium geometry.

```
77
Properties=species:S:1:pos:R:3:forces:R:3:lowdin_charge:R:1
Ca 0.119807 0.835263 0.740327 0.57 -0.16 0.57 1.3722
Cl -7.085926 -1.816680 0.628938 0.07 0.04 0.02 0.5922
C -5.549433 -1.000095 0.851088 -0.06 0.05 0.14 -0.6830
C -5.358709 -0.176678 1.976405 0.02 0.00 -0.03 -0.1137
C -4.167104 0.468567 2.172105 0.00 -0.02 -0.01 -0.0032
C -3.068182 0.331949 1.259687 0.37 0.06 0.14 -0.3721
O -1.953153 0.905507 1.490176 -1.07 -0.05 -0.07 -0.2257
C -3.307588 -0.505050 0.120836 0.10 0.07 -0.03 -0.1333
C -2.316979 -0.694983 -0.912122 0.06 0.02 0.03 -0.1974
O -1.178638 -0.245923 -0.951907 -0.22 -0.16 -0.08 -0.0840
C -4.544371 -1.149371 -0.058133 0.03 -0.06 -0.12 -0.0870
H -6.169765 -0.058282 2.686586 0.04 -0.01 -0.03 0.0980
H -4.011026 1.105924 3.035294 -0.01 -0.04 -0.05 0.1131
H -2.657241 -1.324724 -1.757030 -0.03 -0.01 -0.02 0.1259
H -4.691689 -1.772515 -0.935500 0.01 0.03 0.04 0.1098
Cl 1.253201 5.050525 -5.816587 -0.01 -0.03 0.08 0.5979
C 0.845572 4.323150 -4.273985 0.14 0.08 -0.05 -0.6819
C 1.823781 4.234937 -3.278966 0.06 0.01 0.01 -0.1423
C 1.525543 3.650229 -2.076760 -0.14 -0.05 0.04 -0.5586
Cl 2.735380 3.596816 -0.829862 -0.07 -0.01 -0.03 0.7090
C 0.232774 3.082043 -1.783482 -0.06 -0.06 0.11 -0.3862
O -0.004336 2.465652 -0.706169 0.15 0.58 -0.59 -0.2388
C -0.751309 3.284530 -2.804535 0.04 -0.24 0.07 -0.1198
C -2.163405 2.947588 -2.612471 0.01 0.73 0.06 -0.2244
O -2.745530 2.714892 -1.575535 0.02 -0.29 0.11 0.0320
C -0.418961 3.866834 -4.032488 -0.18 -0.03 -0.10 -0.0957
H 2.816241 4.630191 -3.454375 -0.03 -0.01 0.01 0.0994
H -2.762556 3.079182 -3.539729 0.02 -0.22 -0.11 0.1140
H -1.186473 3.968116 -4.794126 0.03 -0.02 0.04 0.1054
N 2.992112 -0.879905 2.630978 -0.09 0.23 0.04 0.1069
C 2.997917 0.470593 2.826938 -0.20 0.18 -0.01 -0.6906
N 1.994281 1.259642 2.559254 0.31 -0.06 0.00 0.0382
C 2.271606 2.565435 2.934240 -0.23 -0.15 -0.12 -0.3341
C 3.491972 2.774054 3.475836 0.09 0.06 0.06 -0.3676
S 4.353645 1.280497 3.558012 0.06 -0.07 0.02 1.0181
C 1.236670 3.575772 2.666103 -0.07 -0.33 -0.09 -0.3494
C 1.304450 4.899008 2.924307 0.06 0.20 0.06 -0.3723
S -0.119331 5.671291 2.328327 -0.08 0.09 -0.01 1.0177
C -0.709514 4.131147 1.761356 -0.01 -0.12 -0.02 -0.6758
N 0.092312 3.139904 2.029921 0.01 0.11 -0.04 0.0395
N -1.913106 4.010338 1.131701 0.28 -0.04 0.18 0.1186
H 2.226753 -1.219827 2.054336 -0.06 0.01 -0.02 0.0472
H 3.878506 -1.320223 2.461500 0.07 -0.01 -0.02 0.0876
H 3.935306 3.701292 3.808461 -0.06 -0.13 -0.04 0.0685
H 2.098767 5.460788 3.393946 -0.11 -0.07 -0.07 0.0671
H -2.256794 4.828195 0.659078 0.02 0.05 -0.02 0.0900
H -2.022093 3.159210 0.586092 0.02 -0.03 0.01 0.0591
C -1.896973 -3.047666 2.787365 0.12 0.05 0.10 -0.0588
C -0.975181 -1.920028 2.913111 -0.05 0.20 -0.23 -0.2382
N -0.296027 -0.993191 2.945975 -0.06 -0.35 0.13 0.1645
H -1.332178 -3.972677 2.688609 0.00 0.05 0.00 0.0750
H -2.486057 -2.913417 1.881512 0.01 0.04 0.01 0.0758
H -2.553411 -3.095423 3.654858 0.00 0.03 0.00 0.0801
C 2.918470 -4.675376 0.562264 -0.04 0.05 -0.03 -0.0750
C 1.935604 -4.880993 -0.590057 0.08 0.05 0.08 -0.1813
C 1.456268 -3.566016 -1.224941 0.06 0.09 -0.04 -0.3103
C 0.426274 -3.875033 -2.333025 -0.02 0.03 -0.03 -0.1664
C -0.003858 -2.659894 -3.154555 0.03 0.02 0.07 -0.0648
C 2.645013 -2.885220 -1.880307 -0.02 0.02 -0.01 -0.4325
O 3.376338 -3.455726 -2.667175 -0.04 0.04 0.03 0.0808
N 2.826436 -1.566324 -1.566967 -0.08 -0.05 0.11 0.2206
C 2.111630 -0.854504 -0.594532 -0.06 0.06 0.07 -0.5534
O 2.379990 0.342361 -0.439662 -0.10 -0.43 -0.07 -0.0389
N 1.172611 -1.467874 0.159129 0.06 -0.17 -0.16 0.0848
C 0.757092 -2.728348 -0.138343 0.14 0.14 0.04 -0.4491
O -0.171767 -3.270674 0.452857 0.05 0.14 -0.02 0.0410
H 3.233153 -5.631590 0.984779 -0.02 0.02 -0.02 0.0703
H 2.462907 -4.091047 1.367958 0.02 -0.04 -0.05 0.0719
H 3.819517 -4.153585 0.224258 -0.05 -0.02 0.01 0.0770
H 1.049926 -5.408410 -0.237804 -0.03 -0.02 0.02 0.1162
H 2.399761 -5.475066 -1.377245 0.03 -0.03 -0.02 0.1150
H -0.436192 -4.316061 -1.829708 0.01 0.00 -0.01 0.1163
H 0.863115 -4.635840 -2.982925 0.01 0.00 -0.04 0.1175
H -0.370290 -1.848793 -2.516922 0.06 -0.07 -0.05 0.0559
H -0.803154 -2.931552 -3.847517 0.03 -0.01 0.03 0.0744
H 0.825276 -2.269743 -3.752045 -0.04 -0.02 0.05 0.0797
H 3.552321 -1.057099 -2.047012 0.04 0.03 -0.04 0.1612
```
Positions in Å, forces in eV/Å.

Properties
Relative energy (zero: lowest compared OMol25 entry of this formula, charge and spin): 0.758 eV
Maximum force: 0.021 Eh/bohr
E_LUMO: 0.081 Eh
Charge: -1
Total energy: -4924.37232 a.u.


Record 2
Density functional theory data (wB97M-V/def2-TZVPD) for a molecular structure, C30H27Cl5N3PRuS2Te in a non-equilibrium geometry.

```
70
Properties=species:S:1:pos:R:3:forces:R:3:lowdin_charge:R:1
Ru 0.561724 -0.398177 -0.105546 0.23 0.14 0.33 0.2658
S 0.230986 -0.433151 2.268051 0.29 -0.21 -0.74 0.5229
C 1.844107 -0.582132 2.971701 -0.65 0.12 0.46 -0.7003
C 1.997163 -0.574331 4.364241 -0.06 0.07 0.17 -0.1110
C 3.258439 -0.585796 4.936049 -0.21 -0.04 0.03 -0.0788
C 4.392171 -0.619168 4.123773 -0.01 0.01 -0.14 -0.0872
C 4.240129 -0.665060 2.750792 0.07 -0.06 -0.07 -0.1202
C 2.960497 -0.657368 2.176468 0.90 0.11 -0.43 -0.6978
S 2.777827 -0.733689 0.420931 -1.26 0.09 0.34 0.6104
H 1.107248 -0.548272 4.989166 0.15 0.02 -0.06 0.1069
H 3.360013 -0.572460 6.017897 -0.02 0.00 -0.17 0.1093
H 5.383253 -0.611010 4.561027 -0.06 -0.04 -0.03 0.1059
H 5.109391 -0.718036 2.100565 -0.08 0.01 0.08 0.1022
Cl 1.800457 -0.388763 -2.952636 -0.04 -0.12 0.01 0.6941
C 0.098279 0.007873 -3.051664 0.13 0.03 0.17 -0.7312
C -0.573556 0.077773 -1.850427 -1.23 -0.11 0.67 -0.4103
C -1.955684 0.322853 -1.925426 0.30 0.07 -0.20 -0.7229
Cl -2.913697 0.446949 -0.474307 0.41 -0.08 -0.02 0.6549
C -2.614547 0.452679 -3.149120 0.05 -0.04 0.22 -0.7111
Cl -4.311142 0.694209 -3.199624 -0.02 0.01 -0.09 0.7142
C -1.884035 0.373739 -4.334779 -0.12 0.03 -0.14 -0.7131
Cl -2.679180 0.519490 -5.849959 0.04 0.00 0.04 0.7129
C -0.511871 0.166198 -4.286601 0.11 0.04 -0.13 -0.7282
Cl 0.417137 0.088481 -5.726061 0.02 -0.05 -0.08 0.7141
C 1.670021 4.817943 -1.177327 -0.29 -0.09 0.28 -0.1058
N 2.616568 3.646086 -0.968219 -0.09 -0.02 0.13 -0.0626
C 3.245309 3.763635 0.432886 -0.27 -0.04 0.15 -0.0914
N 2.236107 3.849708 1.428940 -0.08 -0.03 0.06 -0.1376
C 1.339485 4.973752 1.174851 -0.07 -0.32 -0.26 -0.1390
N 0.686692 4.853041 -0.141314 0.15 -0.10 0.10 -0.1349
C -0.278344 3.749157 -0.200234 -0.39 -0.26 0.12 -0.2600
P 0.516802 2.087696 0.143776 1.64 -0.71 -0.25 0.9944
C 1.880696 2.348249 -1.114368 -0.22 0.22 0.06 -0.2916
C 1.505016 2.585574 1.635150 -0.23 0.33 -0.12 -0.2936
H 1.206888 4.697739 -2.153068 0.00 -0.04 -0.10 0.1464
H 2.275974 5.718257 -1.160726 0.07 0.15 0.03 0.1444
H 3.360405 3.689743 -1.660634 0.10 -0.02 -0.12 0.1839
H 3.855718 4.662738 0.418898 0.05 0.12 -0.04 0.1449
H 3.870230 2.885762 0.579528 0.01 -0.08 -0.04 0.1491
H 1.909369 5.900739 1.201852 0.03 0.08 -0.04 0.1383
H 0.576046 5.005970 1.949765 0.01 0.01 -0.01 0.1406
H -0.759623 3.717450 -1.178299 0.00 0.04 -0.05 0.1023
H -1.061298 3.920974 0.537545 -0.03 0.06 0.01 0.1033
H 1.446017 2.313702 -2.112071 -0.01 0.04 -0.09 0.0841
H 2.586805 1.535474 -1.026138 0.27 -0.10 0.09 0.0120
H 2.197538 1.784398 1.879018 0.08 -0.08 -0.01 0.0630
H 0.829137 2.694068 2.483815 0.04 0.01 0.04 0.1015
Te -1.023849 -2.717302 0.072837 -0.07 0.65 -0.23 1.4547
C -0.183209 -4.646773 0.021646 0.29 0.21 0.05 -0.5065
C 0.990226 -4.939366 -0.659698 0.05 -0.06 0.01 -0.1274
C 1.428464 -6.255373 -0.718251 -0.03 0.00 0.01 -0.0719
C 0.698633 -7.261952 -0.096896 -0.05 0.03 0.04 -0.0699
C -0.470088 -6.956266 0.590078 0.02 0.04 -0.03 -0.0707
C -0.916648 -5.640160 0.654832 0.05 -0.18 0.00 -0.1427
C -1.896604 -2.954985 -1.836560 0.02 0.05 -0.10 -0.5075
C -1.103973 -2.938592 -2.982799 -0.19 -0.07 -0.03 -0.1402
C -1.696859 -3.093714 -4.229763 -0.06 0.00 0.08 -0.0713
C -3.075351 -3.268654 -4.329720 0.04 0.03 0.05 -0.0691
C -3.858770 -3.296967 -3.183407 -0.01 0.04 -0.02 -0.0738
C -3.271793 -3.135285 -1.931484 0.01 0.04 -0.02 -0.1358
H 1.561249 -4.153886 -1.139517 0.00 0.01 0.02 0.0951
H 2.341314 -6.493560 -1.249771 -0.02 0.00 0.02 0.1092
H 1.044844 -8.288034 -0.143584 -0.03 0.07 0.00 0.1097
H -1.037928 -7.739713 1.077470 0.04 0.04 -0.03 0.1100
H -1.829505 -5.398127 1.187514 0.05 -0.04 -0.01 0.0933
H -0.031444 -2.800679 -2.905327 -0.01 -0.03 -0.01 0.0864
H -1.084694 -3.071282 -5.124481 -0.02 -0.01 0.03 0.1122
H -3.538117 -3.381057 -5.303893 0.05 0.00 0.07 0.1113
H -4.931935 -3.438886 -3.260621 0.11 0.02 0.01 0.1117
H -3.888330 -3.145270 -1.037445 0.06 0.00 -0.09 0.0997
```
Positions in Å, forces in eV/Å.

Properties
Multiplicity: 2
Relative energy (zero: lowest compared OMol25 entry of this formula, charge and spin): 2.018 eV
⟨S²⟩: 0.767
Maximum force: 0.035 Eh/bohr
E_LUMO (spin up / spin down): -0.126 / -0.135 Eh
Charge: +1
Total energy: -5125.01553 a.u.